# 1
A molecular structure, C18H19BCoN6, computed with the ωB97M-V functional and the def2-TZVPD basis.

Each line ends with the Mulliken charge.
Positions of all 45 atoms, in Å:
H 1.188272 1.107429 -4.407631  -0.074
H -1.254728 0.255382 -5.481179  0.464
H 2.000819 -2.332667 -0.112017  0.467
C -0.057838 0.145219 3.757574  0.666
H 1.228110 3.608200 -3.231464  0.448
H -1.611661 -1.900609 1.203422  0.320
H -1.925156 1.221915 4.013091  0.388
C -0.139783 0.110156 2.350606  0.012
H -1.890201 1.060934 6.498805  0.356
B 0.758241 0.728670 -3.356065  0.048
C 2.754963 -0.987269 -3.028292  -0.053
C -2.527590 -0.728472 -2.605563  0.041
H 0.000867 -0.094938 7.647524  0.358
H 3.968285 -2.530939 -2.015965  0.398
H 1.881360 -1.046557 6.311284  0.356
N -1.278448 -0.292499 -2.280672  0.046
N 1.180086 -0.901960 -1.446429  0.272
C -0.232469 0.019786 1.111494  -0.916
C -2.721036 -0.584363 -3.978861  -1.099
N 0.625079 1.838352 -2.283275  0.076
C 0.858518 3.162624 -2.313614  -0.060
C -1.095413 0.728118 4.527573  -0.418
C 1.051347 -0.542639 5.811622  -0.427
C -0.001734 -0.002649 6.562847  -0.446
H -1.633686 -1.387671 -0.575128  0.299
C 3.105766 -1.895405 -2.028090  -1.174
N -0.681132 0.143869 -3.466615  0.052
H -2.476500 -2.846572 -0.020412  0.410
H -3.612302 -0.855046 -4.521804  0.395
C 1.036979 -0.460468 4.422364  -0.483
C -1.546165 -0.032968 -4.484760  -0.035
N 0.121189 1.480548 -1.023188  -0.049
H 0.622568 4.722802 -0.752065  0.380
C -1.581798 -2.258631 0.170761  -0.917
C -1.066992 0.640434 5.916776  -0.442
Co -0.412815 -0.314886 -0.642488  -0.661
N 1.608857 -0.382619 -2.671800  0.152
H 3.219893 -0.707414 -3.957226  0.464
C 0.103838 2.611535 -0.282599  0.114
H -0.712852 -2.904548 0.038144  0.227
H 1.850883 -0.882813 3.826644  0.390
H -0.206148 2.564209 0.751298  0.428
C 0.546649 3.694710 -1.061592  -1.159
C 2.108987 -1.803930 -1.052976  -0.037
H -3.155090 -1.166341 -1.840037  0.425

Atomic forces in eV per Å
H 0.035 -0.064 0.092
H -0.095 -0.061 -0.038
H -0.022 0.172 -0.211
C 0.068 0.007 1.346
H -0.050 0.051 0.312
H -0.006 -0.037 -0.401
H 0.304 -0.233 0.188
C -0.123 -0.025 -2.972
H 0.293 -0.110 -0.148
B -0.400 -0.115 1.004
C -0.501 -0.061 0.792
C 1.678 0.519 -0.632
H 0.017 0.054 -0.225
H 0.155 -0.082 0.008
H -0.247 0.195 -0.112
N -2.376 -0.051 -4.259
N 3.319 -1.039 -1.771
C 0.457 0.718 6.068
C -0.275 -0.016 -0.083
N -0.677 0.258 1.449
C -0.140 -0.306 0.485
C 0.357 -0.294 -0.124
C -0.241 0.151 0.036
C -0.036 -0.016 -0.287
H -0.949 -2.318 1.304
C 0.059 0.240 -0.315
N -1.426 -0.755 0.920
H -0.113 -0.152 -0.152
H 0.109 0.070 -0.074
C -0.441 0.144 -0.058
C 0.277 -0.013 0.998
N 1.695 4.011 -1.396
H 0.041 0.000 -0.041
C -0.643 -0.124 0.036
C 0.267 -0.115 0.005
Co 0.298 -0.035 0.271
N -0.108 -1.083 1.266
H 0.161 -0.112 -0.015
C 0.278 -0.672 -1.524
H -0.006 0.211 -0.172
H -0.326 0.135 0.210
H -0.002 0.005 -0.159
C 0.041 -0.164 -0.273
C -0.665 0.916 -1.097
H -0.039 0.197 -0.249

Values from the calculation:
HOMO-LUMO gap (spin up / spin down): 0.3029 / 0.2832 hartree
total energy: -66216.4006 eV
spin multiplicity: 4
LUMO (spin up / spin down): 0.71 / 0.22 eV
relative energy (zero: lowest compared OMol25 entry of this formula, charge and spin): 16.5 kcal/mol
charge: 0
max |F|: 6.1 eV/Å



# 2
A molecular structure, C18H19BN4OPtS2Te, computed with the ωB97M-V functional and the def2-TZVPD basis.

Each line ends with the Mulliken charge.
Positions of all 47 atoms, in Å:
C -1.971338 -3.648004 1.909641  0.092
O -1.955389 0.494542 -2.623556  -0.597
C -3.439614 -5.535079 2.269516  -0.361
C -0.662537 3.464551 -0.664171  0.161
N 0.281727 0.150936 -2.290512  -0.234
H 3.153973 -0.140360 5.838017  0.316
H -2.194931 -4.656896 3.781089  0.339
H -1.579335 3.268822 -4.791731  0.365
H -1.684527 3.830018 -3.093473  0.175
C 3.591963 1.110452 4.139858  -0.512
H -2.576616 2.379985 -3.612380  0.255
Pt 0.355549 -0.588097 -0.108218  0.854
C -0.817080 0.876130 -2.737606  0.325
H -0.010124 5.624416 -0.179645  -0.162
C 2.114625 -0.780369 4.073160  -0.607
C 3.343435 1.340041 2.794972  -0.630
S 0.793155 -1.632928 1.828058  -0.404
C 0.707274 2.462685 -3.703187  0.050
H 1.617120 -1.608441 4.566630  0.348
C -2.509825 -4.620345 2.743309  -0.661
C 1.859914 -0.555723 2.721992  0.165
S 2.218895 0.756963 0.356752  -0.668
H 3.402031 0.039479 -2.295486  0.240
C -3.830209 -5.456490 0.938126  -0.526
H 2.766828 1.936338 -3.724431  0.315
C 1.761932 1.659465 -3.447589  -1.031
N -0.548177 2.097488 -3.400727  0.245
H -3.611057 -4.437814 -0.928097  0.263
B -0.479547 4.989812 -1.106350  0.008
C 1.494542 0.466205 -2.720529  0.386
H 4.250140 1.775435 4.688309  0.305
H -3.856781 -6.291749 2.924653  0.330
H 0.296364 5.022322 -2.063128  -0.201
H 2.268358 -1.053933 -1.718262  0.362
H -1.259589 -2.942017 2.311691  0.209
H -4.559615 -6.156188 0.542328  0.310
N -0.768817 2.359868 -0.336766  -0.440
H 0.812460 3.425321 -4.185829  0.409
C -3.292175 -4.486121 0.107867  -0.535
C 2.977584 0.041358 4.783680  -0.475
N 2.510104 -0.400879 -2.462435  -0.432
Te -1.687605 -2.127401 -0.861578  -0.128
C 2.487063 0.511713 2.068216  0.515
H 3.807444 2.179102 2.288813  0.346
H -1.562428 5.456342 -1.439351  -0.171
C -2.345833 -3.560185 0.566929  0.037
C -1.669314 2.959222 -3.748576  -0.946

Atomic forces in eV per Å
C -0.032 0.075 -0.001
O -0.072 -0.035 -0.012
C -0.008 -0.017 0.025
C 0.071 0.103 0.191
N 0.070 0.437 0.358
H 0.004 -0.002 0.006
H 0.001 -0.001 0.001
H 0.000 0.010 0.012
H 0.002 0.014 -0.013
C 0.003 0.014 0.030
H 0.001 0.019 -0.002
Pt 0.241 -0.819 -0.622
C 0.139 0.008 0.017
H -0.009 0.007 -0.008
C 0.019 -0.012 0.012
C 0.031 -0.010 -0.037
S -0.129 0.107 0.332
C -0.128 0.058 -0.006
H -0.010 -0.004 -0.004
C 0.000 -0.001 0.022
C -0.037 -0.039 -0.117
S -0.155 0.191 0.154
H -0.002 0.002 -0.017
C -0.024 -0.002 -0.014
H 0.004 -0.006 0.019
C 0.061 -0.094 -0.034
N 0.046 -0.192 -0.174
H 0.006 -0.012 -0.014
B 0.067 -0.054 -0.097
C -0.053 -0.062 -0.055
H 0.005 -0.001 0.000
H 0.003 -0.003 0.000
H -0.058 -0.007 0.009
H 0.007 0.006 -0.009
H 0.000 -0.007 0.006
H -0.002 0.001 0.000
N -0.161 0.382 -0.129
H -0.001 0.018 0.042
C 0.030 0.001 -0.029
C 0.003 0.007 0.010
N -0.033 -0.007 0.012
Te -0.019 0.077 0.172
C 0.045 -0.057 -0.058
H 0.006 -0.003 -0.007
H -0.001 -0.027 -0.001
C 0.091 -0.085 -0.056
C -0.018 0.026 0.086

Values from the calculation:
HOMO-LUMO gap: 0.2006 hartree
total energy: -59872.7527 eV
spin multiplicity: 1
LUMO: 4.57 eV
relative energy (zero: lowest compared OMol25 entry of this formula, charge and spin): 39.3 kcal/mol
charge: -2
max |F|: 1.1 eV/Å



# 3
C18H19BrN4O2 in the gas phase, computed with the ωB97M-V functional and the def2-TZVPD basis.

Each line ends with the Mulliken charge.
Positions of all 44 atoms, in Å:
C 5.876302 -1.384058 -0.879170  -0.617
C 5.557184 -2.721659 -1.041081  -0.409
N -3.363845 1.349311 -0.496253  -0.145
O -1.730752 -0.011122 0.305618  -0.613
N 1.793611 0.012670 0.932562  -0.006
H -0.036798 0.379969 1.831290  0.223
C 1.087901 1.072499 -1.136486  -1.108
N 0.295353 2.043526 -0.415376  0.230
C 4.419416 -3.238521 -0.443302  -0.573
C -5.762021 -1.239967 0.561516  -0.540
C -6.906665 -0.588941 0.120025  0.068
H -5.829111 -2.205238 1.039648  0.465
H 0.636137 0.889549 -2.112648  0.455
H -1.228229 2.216125 -1.778734  0.416
C 5.058839 -0.562419 -0.123100  -0.427
H -7.653521 1.191672 -0.847148  0.419
C -1.108577 2.136222 -0.690898  -1.535
H 1.959312 -0.900221 -0.941356  0.585
C 3.069046 -0.188694 1.334689  0.384
N -5.621514 1.234425 -0.665538  -0.561
C 3.594038 -2.418017 0.304639  0.079
H 2.709220 -2.819227 0.777730  0.436
C -6.788702 0.650548 -0.489482  -0.304
H 1.393346 1.053084 2.671146  0.537
H -1.467326 3.074112 -0.249990  0.436
H -3.623163 -1.093920 0.702726  0.448
H 5.309385 0.478287 0.020815  0.431
H 0.308613 -0.763826 -0.278432  0.144
H 4.175350 -4.284460 -0.558948  0.393
C 1.273463 -0.260245 -0.386647  -0.451
Br -8.617383 -1.383158 0.345996  -0.192
H 6.767563 -0.981212 -1.337482  0.384
H 2.080098 1.516397 -1.290419  0.346
H 1.718335 2.714030 0.913417  0.356
C -4.517697 0.620041 -0.247322  0.239
H -3.559590 2.232549 -0.950976  0.271
H 0.044422 2.851122 1.487706  0.443
O 3.512388 0.278902 2.369958  -0.660
C 3.906400 -1.071795 0.461392  0.231
C -2.062366 1.022957 -0.223776  1.174
C 0.925363 0.881609 1.700879  -0.733
C -4.537560 -0.628497 0.377359  -0.177
H 6.198525 -3.363725 -1.626826  0.382
C 0.745226 2.209337 0.952289  -0.924

Atomic forces in eV per Å
C 0.050 0.015 -0.050
C 0.049 -0.046 -0.041
N 0.153 0.302 -0.131
O 0.098 -0.263 0.138
N -0.214 0.005 0.041
H 0.119 0.089 0.018
C 0.062 -0.274 0.011
N -0.336 -0.079 0.000
C -0.021 -0.085 -0.010
C -0.268 0.264 -0.159
C -0.109 -0.167 0.071
H -0.004 -0.056 0.028
H 0.023 0.020 -0.048
H -0.117 0.055 0.070
C -0.135 0.039 0.070
H -0.129 -0.047 0.011
C 0.352 0.013 0.020
H -0.086 0.075 0.038
C 0.010 -0.078 0.040
N 0.495 0.279 -0.091
C 0.014 0.137 0.032
H -0.099 -0.034 0.029
C -0.265 -0.328 0.140
H -0.078 -0.007 -0.097
H -0.099 -0.040 -0.109
H 0.020 0.008 -0.002
H 0.034 0.091 0.038
H 0.179 0.018 -0.089
H -0.014 -0.078 -0.001
C -0.099 0.014 -0.572
Br 0.200 0.117 -0.038
H 0.065 0.032 -0.034
H 0.015 -0.106 -0.079
H -0.030 0.006 0.131
C -0.446 -0.365 0.124
H 0.079 -0.101 0.068
H 0.016 0.052 0.018
O 0.240 0.091 0.085
C 0.258 -0.149 0.054
C -0.148 0.451 -0.226
C -0.076 0.289 0.397
C 0.114 0.037 -0.007
H 0.047 -0.047 -0.043
C 0.080 -0.149 0.157

Values from the calculation:
HOMO-LUMO gap: 0.3232 hartree
total energy: -99073.1368 eV
spin multiplicity: 1
LUMO: 0.51 eV
relative energy (zero: lowest compared OMol25 entry of this formula, charge and spin): 9.7 kcal/mol
charge: 0
max |F|: 0.6 eV/Å
SMILES: O=C(CN1CCN(C(=O)c2ccccc2)CC1)Nc1ccc(Br)cn1



# 4
C18H19ClN2O6S in the gas phase, computed with the ωB97M-V functional and the def2-TZVPD basis.

Each line ends with the Mulliken charge.
Positions of all 47 atoms, in Å:
H 0.373725 2.938633 3.220988  0.565
H 1.437268 -3.183111 -2.603277  0.321
C -1.685899 -4.050048 -1.364899  -1.288
O 1.474160 4.210813 -1.181183  -0.502
Cl 2.791958 1.935813 -2.649101  -0.194
C -0.641174 -3.146996 -2.015411  0.118
H 2.805434 5.240614 -0.086683  0.335
H 1.072286 -4.146024 -1.168506  0.309
H -2.261414 1.804709 -0.289556  0.514
C 0.464431 0.756886 -1.973687  -0.498
C -0.685675 1.099147 3.492330  -1.133
H -2.625736 -3.509602 -1.277466  0.378
C 1.945476 3.654737 1.115157  0.539
H -1.000566 -2.829080 -2.998601  0.453
C 0.954321 0.132221 1.398124  -0.475
C -1.291535 1.861051 -0.755872  -0.678
H -1.308471 1.462827 4.291247  0.462
O -0.302944 -1.966431 1.732928  -0.578
H -1.357547 -4.347396 -0.369848  0.236
C 0.733151 3.061410 -1.283823  0.273
C 0.707404 -3.847061 -2.148593  -1.391
C -0.543172 3.023929 -0.726649  -0.537
H -0.912838 3.915090 -0.243864  0.430
S -1.700893 -0.802605 -1.334486  1.213
H 3.373377 3.602899 -0.546866  0.324
H -1.846318 -4.942172 -1.964665  0.433
H -0.240236 -2.096607 -0.285476  0.303
H 1.573769 -0.242004 0.599114  0.396
H 0.604983 -4.732403 -2.769568  0.422
C 1.058521 1.456459 1.851372  -0.010
C -1.460463 -2.236565 2.508156  -0.298
H -2.330165 -2.311501 1.834312  0.293
H -1.317333 -3.175203 3.059671  0.260
N 1.942419 2.290227 1.148647  -0.063
C 2.516582 4.195390 -0.202831  -0.635
O 1.480969 4.372709 1.966720  -0.611
C 0.010269 -0.657872 1.996965  0.725
N -0.463053 -1.914541 -1.257479  0.000
H 2.438967 1.815323 0.406514  0.244
O -2.478524 -0.814368 -0.124216  -0.594
H 0.838349 -0.131526 -2.455718  0.551
O -2.385272 -0.956080 -2.582394  -0.701
C 0.265123 1.919740 2.890916  -0.671
C -0.771692 0.733626 -1.361125  0.210
C 1.219128 1.918310 -1.930176  0.180
O -1.659774 -1.178858 3.417180  -0.495
C -0.811378 -0.184507 3.021681  0.863

Atomic forces in eV per Å
H 0.023 0.015 0.008
H 0.113 0.044 -0.053
C 0.076 0.206 -0.224
O -0.256 -0.199 -0.273
Cl 0.121 -0.004 -0.049
C -0.145 -0.441 -0.404
H 0.006 -0.208 0.088
H 0.088 -0.087 0.123
H -0.118 0.077 0.129
C 0.157 0.177 -0.080
C -0.206 -0.574 -0.087
H -0.141 -0.078 0.037
C 0.464 -0.012 -0.421
H 0.088 -0.198 0.047
C -0.118 -0.214 0.185
C -0.101 -0.044 0.024
H -0.090 0.064 0.119
O 0.539 0.188 -0.069
H 0.028 -0.070 0.117
C -0.172 -0.199 -0.159
C -0.266 0.289 -0.037
C 0.214 0.049 -0.173
H -0.021 0.084 0.085
S 0.495 0.318 0.200
H -0.110 0.063 0.009
H -0.043 -0.124 -0.014
H -0.025 0.077 0.272
H 0.101 -0.053 -0.157
H 0.016 -0.123 -0.024
C -0.285 -0.032 0.328
C -0.950 -0.998 -0.164
H 0.260 0.067 0.168
H 0.052 0.245 -0.091
N 0.445 -0.247 -0.025
C 0.126 0.122 0.315
O -0.235 0.221 0.159
C -0.216 0.452 0.450
N -0.479 0.694 -0.060
H -0.076 0.239 0.058
O 0.148 0.086 0.087
H 0.162 -0.029 -0.035
O 0.154 -0.150 -0.223
C 0.185 0.241 -0.090
C -0.230 -0.497 0.014
C -0.277 0.168 0.025
O 0.073 0.256 0.320
C 0.425 0.140 -0.454

Values from the calculation:
HOMO-LUMO gap: 0.3111 hartree
total energy: -57596.5924 eV
spin multiplicity: 1
LUMO: 0.40 eV
relative energy (zero: lowest compared OMol25 entry of this formula, charge and spin): 19.9 kcal/mol
charge: 0
max |F|: 1.4 eV/Å
SMILES: CC(C)NS(=O)(=O)c1ccc(OCC(=O)Nc2ccc3c(c2)OCO3)c(Cl)c1



- Among the records above, which one has the highest max |F|?
  C18H19BCoN6